# C3H4N2O

An isolated molecule of C3H4N2O in a non-equilibrium geometry (wB97M-V/def2-TZVPD, OMol25).

```
10
Properties=species:S:1:pos:R:3:forces:R:3
N 2.1432 -0.0836 0.2067 -0.8529 -0.3185 0.1770
C 0.8835 -0.0578 0.1047 -0.0447 -0.0028 -0.0009
O 0.3067 0.8933 -0.6261 0.0296 0.1661 -0.1248
C -1.1149 0.7372 -0.6153 -0.2960 0.0183 -0.0323
C -1.4889 -0.4564 0.2309 1.4865 0.0111 0.1001
N -0.2757 -0.8552 0.6080 0.7957 0.3938 -0.2408
H 2.5924 -0.8027 0.7601 -0.4805 -0.1420 0.0736
H -0.0617 -1.6484 1.2025 -0.3581 0.0977 -0.0980
H -1.4403 0.6110 -1.6531 -0.1451 -0.0423 0.1668
H -1.5443 1.6627 -0.2185 -0.1346 -0.1813 -0.0209
```
Forces are in eV/Å.

Properties
E: -8201.280 eV
HOMO energy: -9.389 eV
relative energy (zero: lowest compared OMol25 entry of this formula, charge and spin): 60.07 kcal per mole
multiplicity: 1
orbital gap: 10.141 eV
total charge: 0

# C7H6Cl2FN3S

An isolated molecule of C7H6Cl2FN3S in a non-equilibrium geometry (wB97M-V/def2-TZVPD, OMol25).

```
20
Properties=species:S:1:pos:R:3:forces:R:3
C 0.6446 -1.0413 1.4180 0.0294 6.0222 1.0232
C -0.1271 -0.2914 0.5360 1.1741 -1.2212 0.0767
C 1.3123 -0.2801 2.3707 -0.8668 0.2608 -0.1308
C -0.1772 1.0765 0.7025 -1.7683 0.7633 -2.8146
C 1.1971 1.1000 2.4309 -1.2133 1.3857 -1.5582
C -1.0510 -0.4494 -1.7811 2.3787 2.3561 0.8663
C 0.2106 -0.2878 -2.6373 -0.1367 -0.5820 2.5864
N 0.4319 1.8227 1.5610 0.7771 -1.4234 0.8255
N -0.7016 -0.9675 -0.4711 -1.3380 -1.4215 -0.1787
N -1.6553 0.8612 -1.8088 0.8433 2.8054 2.6946
F -2.7173 1.2909 0.5327 1.0362 0.7554 -0.5540
S -1.4157 1.8418 -0.5927 -1.3401 -2.5474 0.4778
Cl 2.1388 -1.0746 3.5870 1.0492 -0.8159 1.0951
Cl 1.9494 2.0831 3.5622 0.8527 0.3369 1.1309
H 0.7730 -2.0195 1.4614 0.2511 -4.3701 -0.3072
H -1.7791 -1.0270 -2.1963 -1.5865 -2.2336 -1.2639
H 1.0351 0.1335 -2.0747 0.2091 -0.4125 0.8742
H 0.1752 0.4247 -3.3572 -1.0419 1.7121 -2.7085
H 0.4375 -1.2285 -2.9900 1.0725 -1.9774 -1.0925
H -0.6812 -1.9675 -0.2529 -0.3820 0.6070 -1.0421
```
Forces are in eV/Å.

Properties
E: -50421.291 eV
HOMO energy: -8.510 eV
multiplicity: 1
orbital gap: 8.190 eV
total charge: 0

# C19H15AsAuF6N2O8S

A structure of composition C19H15AsAuF6N2O8S (wB97M-V/def2-TZVPD, OMol25).

```
53
Properties=species:S:1:pos:R:3:forces:R:3
Au 0.5737 0.9501 0.1165 0.0462 -0.0164 -0.0954
O -3.3978 2.5526 0.1226 -0.0369 -0.0499 0.1202
As -2.6528 1.0326 0.5098 -0.0336 0.0021 -0.0715
O -3.6183 0.1406 1.4737 -0.0064 -0.0175 0.0209
O -1.1264 1.3300 1.1984 -0.0279 0.0417 0.1440
C -2.3112 0.0961 -1.1617 0.0307 -0.0676 0.0483
C -2.7016 -1.2378 -1.1380 -0.0050 0.0045 0.0164
C -2.4206 -2.0770 -2.2092 0.0115 -0.0004 -0.0104
C -1.7428 -1.5844 -3.3114 -0.0015 0.0059 0.0146
C -1.3535 -0.2515 -3.3495 0.0195 -0.0142 -0.0213
C -1.6348 0.5858 -2.2829 -0.0041 0.0536 -0.0222
S -1.1330 2.3018 -2.4216 0.1005 -0.0317 0.0248
O -0.3772 2.4097 -3.6437 -0.0264 0.0136 0.0048
O -2.3680 3.0707 -2.3702 -0.0254 0.0237 -0.0555
O -0.3250 2.5637 -1.2024 -0.0103 0.0516 -0.0651
H -3.0439 2.9039 -0.7234 0.0170 0.0196 -0.0419
H -3.2258 -1.6031 -0.2623 -0.0050 -0.0045 0.0042
H -2.7282 -3.1148 -2.1753 0.0001 -0.0019 0.0054
H -1.5101 -2.2342 -4.1457 -0.0031 -0.0007 -0.0015
H -0.8191 0.1552 -4.1968 -0.0029 0.0012 -0.0011
O -1.8253 -3.6838 2.7294 0.0353 -0.0356 0.0089
C -1.8185 -2.5097 3.1499 -0.1056 0.0491 -0.0043
C -2.8441 -2.0596 4.0703 0.0338 -0.0201 -0.0298
C -2.8223 -0.8052 4.5901 0.0164 0.0121 0.0088
C -1.7788 0.0772 4.2509 -0.0478 -0.0173 0.0284
C -0.7775 -0.3020 3.3630 0.0668 -0.0010 -0.0284
C -0.7927 -1.5406 2.7650 0.0313 0.1242 0.0971
C 0.2061 -1.8965 1.7737 0.0068 -0.1685 -0.1168
N 1.0152 -1.0948 1.0825 -0.0943 0.0403 0.0332
C 1.7979 -1.9043 0.3000 0.0083 -0.0620 -0.0027
C 1.4534 -3.2068 0.5126 0.0243 0.0323 0.0246
N 0.4529 -3.1828 1.4421 -0.0015 0.0849 0.0161
H -3.6151 -2.7792 4.3084 -0.0252 0.0096 0.0062
H -3.6017 -0.4728 5.2630 -0.0110 -0.0157 -0.0121
H -1.7652 1.0754 4.6667 0.0104 0.0021 -0.0113
H 0.0057 0.3957 3.1126 0.0049 0.0190 -0.0180
H 2.5180 -1.4720 -0.3731 -0.0006 -0.0065 -0.0019
H 1.8264 -4.1202 0.0861 -0.0061 -0.0023 -0.0041
H -0.1407 -3.9199 1.8033 0.0056 -0.0602 -0.0310
C 2.7142 2.9024 -1.6991 0.0072 -0.0126 0.0105
C 3.2428 1.5610 -1.1905 -0.0216 -0.0008 -0.0078
O 2.2899 0.6044 -0.9590 -0.0062 -0.0092 0.0345
C 4.0479 1.7970 0.1119 0.0159 -0.0059 0.0199
F 4.5888 0.6707 0.6027 0.0027 0.0249 -0.0208
F 5.0500 2.6886 -0.0280 -0.0086 -0.0105 0.0041
F 3.2358 2.2827 1.0718 -0.0005 0.0029 -0.0223
C 4.1663 0.9564 -2.2735 0.0199 -0.0060 -0.0075
F 4.6458 -0.2518 -1.9336 0.0028 -0.0155 0.0204
F 3.4976 0.8003 -3.4223 -0.0232 0.0113 -0.0137
F 5.2358 1.7345 -2.5453 0.0156 0.0139 -0.0017
H 2.1057 3.3699 -0.9276 -0.0025 0.0036 -0.0006
H 2.0730 2.7229 -2.5598 0.0038 0.0003 0.0058
H 3.5291 3.5729 -1.9708 0.0062 0.0061 -0.0010
```
Forces are in eV/Å.

Properties
E: -130980.124 eV
HOMO energy (spin up / spin down): -5.711 / -6.514 eV
relative energy (zero: lowest compared OMol25 entry of this formula, charge and spin): 0.00 kcal per mole
multiplicity: 3
orbital gap (spin up / spin down): 8.277 / 6.464 eV
total charge: -1